{"formula": "CHBr2O2P", "method": "wB97M-V/def2-TZVPD", "species": ["C", "O", "O", "P", "Br", "Br", "H"], "xyz": [[-0.090311, -1.170416, -0.982990], [0.572114, -2.039366, -1.464919], [0.529662, 0.004101, -0.498445], [-0.505793, 0.791079, 0.826774], [0.622021, 0.605432, 2.634414], [0.091136, 2.855651, 0.420901], [-1.218830, -1.046481, -0.935736]], "forces_ev_per_angstrom": [[0.7170, 1.2693, -0.1476], [-1.0665, 0.5950, 0.4503], [-2.0016, -0.1107, 2.0962], [0.7900, -0.6933, -2.7164], [0.6748, -0.6603, 0.8254], [-0.1118, 0.3075, -0.4438], [0.9982, -0.7076, -0.0641]], "nbo_charge": [0.636, -0.510, -0.774, 0.851, -0.150, -0.173, 0.119], "de_lowest_kcal_mol": 9.9, "homo_energy_ev": -10.4, "spin_multiplicity": 1}

{"formula": "C8H11IN3O", "method": "wB97M-V/def2-TZVPD", "species": ["C", "C", "C", "C", "C", "C", "C", "C", "N", "N", "N", "O", "I", "H", "H", "H", "H", "H", "H", "H", "H", "H", "H", "H"], "xyz": [[0.599922, 1.736033, -2.183360], [0.920103, 0.500985, -1.888953], [-0.312214, 2.476921, -1.368349], [-0.779986, 0.452945, -0.139509], [0.349468, -0.182633, -0.834004], [-0.985598, 1.876128, -0.335909], [-1.833113, -0.286518, 0.224751], [1.062567, -2.358255, 1.793082], [0.742324, -1.386562, -0.517084], [-1.856539, 2.569148, 0.401497], [1.118270, -1.437416, 2.716487], [2.221930, -2.884632, 1.477756], [1.895570, -2.620980, -1.607262], [0.851742, 2.308355, -2.967149], [1.451028, -0.158621, -2.668345], [-0.587989, 3.472538, -1.679144], [-2.771795, 0.185696, 0.331275], [-1.696454, -1.361721, 0.071832], [0.116821, -2.744225, 1.439285], [-2.283095, 3.452001, -0.176148], [-2.573839, 2.217548, 0.993155], [2.046861, -1.090899, 2.889802], [0.318596, -1.280452, 3.383985], [1.985421, -3.455383, 0.642309]], "forces_ev_per_angstrom": [[-3.2908, 4.2510, 2.6236], [1.6955, -3.8934, -2.2411], [1.8578, -0.3505, -2.2343], [1.0002, 1.3762, -1.1925], [0.0520, 0.5468, 0.3772], [0.3296, -2.5402, 1.4548], [-0.0847, -2.1317, 0.6830], [0.9412, 0.1063, 0.9361], [-0.7533, -1.4952, 1.7309], [-2.0524, 4.4763, -2.5956], [-1.5438, -0.1426, 0.6763], [-2.2257, -1.0439, -1.9831], [0.0829, 0.1857, -0.7099], [1.6075, 1.2047, -3.0657], [-0.3603, 1.3297, 1.4148], [0.1216, 0.2462, 0.0575], [-0.9628, -0.0689, 0.3875], [-0.6615, 0.3200, 0.3752], [0.0755, -0.1539, 0.0788], [1.5256, -2.6607, 2.1658], [-0.0593, -0.8924, 0.4827], [0.0894, 0.2126, 0.6348], [1.3128, 0.1700, -1.3865], [1.3028, 0.9479, 1.3295]], "mulliken_spin": [0.078, 0.268, 0.274, -0.173, 0.110, 0.292, 0.521, -0.015, 0.396, 0.170, 0.007, 0.002, 0.019, 0.024, 0.006, 0.008, 0.012, 0.007, 0.002, -0.003, -0.003, 0.000, -0.001, 0.000], "de_lowest_kcal_mol": 0.0, "homo_energy_ev": [-9.2, -12.0], "charge": 1, "spin_multiplicity": 3}

{"formula": "C8H32N2O7", "method": "wB97M-V/def2-TZVPD", "species": ["O", "H", "H", "O", "H", "H", "O", "H", "H", "O", "H", "H", "O", "H", "H", "C", "C", "C", "O", "C", "N", "H", "H", "H", "H", "H", "H", "H", "H", "H", "H", "H", "C", "C", "C", "O", "C", "N", "H", "H", "H", "H", "H", "H", "H", "H", "H", "H", "H"], "xyz": [[-12.095102, 10.128298, -4.751835], [-12.920590, 9.612986, -4.600513], [-11.448103, 9.468323, -5.026362], [-11.271900, 11.544354, 0.835562], [-12.125226, 11.488478, 1.270807], [-11.449876, 11.344331, -0.097101], [-11.966603, 9.906770, -1.769975], [-12.579164, 9.937960, -2.512274], [-12.499800, 9.570152, -1.023797], [-14.221943, 10.023217, -0.044642], [-14.222716, 10.429957, 0.828784], [-15.103464, 10.196938, -0.394240], [-9.583141, 11.469309, -4.053597], [-10.287117, 10.922129, -3.680683], [-9.498036, 11.167744, -4.962797], [-17.017547, 8.295942, -4.056697], [-15.496235, 8.269695, -3.840496], [-14.902788, 6.850261, -3.858597], [-15.224222, 6.117768, -2.703230], [-14.507584, 6.575777, -1.570981], [-14.771940, 9.084752, -4.841128], [-17.318673, 7.791760, -4.976204], [-17.401400, 9.316008, -4.127273], [-17.448242, 7.867126, -3.148556], [-15.388436, 8.852632, -2.921756], [-13.819269, 6.980280, -3.938780], [-15.316921, 6.376023, -4.747489], [-13.498927, 6.900320, -1.834048], [-14.420701, 5.805737, -0.803712], [-15.081344, 7.368531, -1.080627], [-14.991420, 8.844564, -5.806124], [-15.105831, 10.045065, -4.790093], [-5.689392, 9.192313, 1.157317], [-7.231184, 9.174019, 1.196617], [-7.898716, 8.562253, -0.016707], [-7.542117, 9.227695, -1.213765], [-8.356254, 8.885341, -2.295637], [-7.670624, 8.516172, 2.437025], [-5.354498, 9.836807, 0.347640], [-5.264517, 8.191961, 1.238553], [-5.382642, 9.712225, 2.070349], [-7.470596, 10.234141, 1.298043], [-8.965208, 8.786014, 0.171740], [-7.827056, 7.477057, -0.157445], [-7.787676, 9.183176, -3.178172], [-9.373940, 9.281081, -2.306767], [-8.477251, 7.802253, -2.471942], [-8.691361, 8.492344, 2.387895], [-7.430809, 7.525579, 2.393621]], "forces_ev_per_angstrom": [[-0.2011, -0.3602, 0.2238], [0.1218, 0.1396, -0.5105], [-0.0838, 0.0166, 0.0132], [0.0082, -0.1117, -0.1888], [0.0059, 0.0740, -0.0052], [0.0626, 0.0201, 0.0893], [-0.1257, -0.3542, 0.5757], [0.1773, 0.1571, -0.0960], [0.2088, 0.2848, -0.4920], [-0.2582, 0.0112, 0.1863], [-0.0314, -0.0825, -0.0338], [0.0931, -0.0077, 0.0081], [0.1408, -0.0951, 0.0558], [-0.0717, 0.2229, -0.0648], [-0.0590, 0.0981, 0.0150], [0.3232, -0.0507, 0.3537], [-0.7936, 1.0801, -1.0013], [-0.1812, 1.3224, 0.6612], [0.1660, -0.5479, -0.1399], [-0.4687, 0.1289, 0.4385], [0.0088, 0.3638, -0.1143], [-0.0672, -0.3094, 0.1869], [0.2044, 0.0928, 0.0472], [-0.3958, -0.3282, -0.3846], [0.6414, -0.6221, 0.3427], [0.0843, -0.2787, -0.2010], [0.1354, -0.4442, 0.1133], [-0.0055, 0.1798, -0.0089], [-0.0935, -0.3781, -0.3918], [0.3377, 0.3244, -0.0900], [0.0481, -0.4668, 0.1527], [0.0707, -0.0336, 0.1933], [-0.7395, 0.4751, 0.9063], [1.7472, -0.2591, 0.3734], [-1.4139, 1.1055, -0.3106], [0.1354, -0.2110, 0.5440], [0.4305, -0.7428, -1.2623], [-0.6569, -0.2778, -0.4595], [0.2363, -0.5978, -0.3630], [0.1695, -0.0003, -0.6014], [0.0342, -0.0862, 0.0251], [-0.5907, -0.0979, -0.3172], [-0.1114, -0.3584, -0.1908], [0.4652, -0.0628, 0.3631], [-0.3917, 0.4867, -0.0509], [0.1475, 0.4443, 0.3687], [0.1716, -0.1468, 0.6580], [0.0981, 0.1579, 0.3561], [0.2666, 0.1260, 0.0273]], "nbo_charge": [-0.984, 0.492, 0.466, -0.943, 0.450, 0.491, -0.972, 0.478, 0.490, -0.953, 0.478, 0.480, -0.941, 0.483, 0.458, -0.626, -0.071, -0.065, -0.532, -0.258, -0.864, 0.205, 0.205, 0.221, 0.180, 0.172, 0.189, 0.175, 0.197, 0.166, 0.365, 0.369, -0.617, -0.070, -0.074, -0.537, -0.250, -0.812, 0.224, 0.197, 0.213, 0.198, 0.159, 0.161, 0.193, 0.181, 0.146, 0.346, 0.340], "de_lowest_kcal_mol": 27.8, "homo_energy_ev": -9.3, "smiles": "COC[C@H](C)N.COC[C@H](C)N.O.O.O.O.O", "spin_multiplicity": 1}

What did the first record say?
{"formula": "CHBr2O2P", "method": "wB97M-V/def2-TZVPD", "species": ["C", "O", "O", "P", "Br", "Br", "H"], "xyz": [[-0.090311, -1.170416, -0.982990], [0.572114, -2.039366, -1.464919], [0.529662, 0.004101, -0.498445], [-0.505793, 0.791079, 0.826774], [0.622021, 0.605432, 2.634414], [0.091136, 2.855651, 0.420901], [-1.218830, -1.046481, -0.935736]], "forces_ev_per_angstrom": [[0.7170, 1.2693, -0.1476], [-1.0665, 0.5950, 0.4503], [-2.0016, -0.1107, 2.0962], [0.7900, -0.6933, -2.7164], [0.6748, -0.6603, 0.8254], [-0.1118, 0.3075, -0.4438], [0.9982, -0.7076, -0.0641]], "nbo_charge": [0.636, -0.510, -0.774, 0.851, -0.150, -0.173, 0.119], "de_lowest_kcal_mol": 9.9, "homo_energy_ev": -10.4, "spin_multiplicity": 1}